This record from the Open Molecules 2025 dataset describes C5H9ClSi as an isolated structure. The level of theory is the ωB97M-V functional and the def2-TZVPD basis.

The value obtained for the LUMO energy (spin up / spin down) is 0.9 / -2.0 eV. Its spin multiplicity is 3. The value obtained for the total energy is -25726.3301 eV. For the relative energy (zero: lowest compared OMol25 entry of this formula, charge and spin), the calculation gives 18.9 kcal per mole. As for the total charge: 0. The HOMO-LUMO gap (spin up / spin down) comes out at 5.63 / 8.05 eV.

Last column: natural (NBO) charge in e.
Positions of all 16 atoms, in Å:
C1 -0.56 0.41 -1.55  -0.105
C2 -1.36 0.55 -0.50  -0.742
C3 0.64 -0.46 -1.91  -0.516
C4 1.25 -0.97 -0.55  -0.301
C5 0.03 0.77 2.39  -1.099
Si1 -0.63 -0.28 0.94  1.228
Cl1 -1.82 -1.74 1.92  -0.441
H1 -0.66 0.95 -2.46  0.186
H2 -2.30 0.99 -0.35  0.242
H3 0.13 -1.16 -2.59  0.235
H4 1.26 0.08 -2.58  0.226
H5 1.57 -2.00 -0.45  0.199
H6 1.85 -0.12 -0.16  0.186
H7 -0.41 1.75 2.32  0.227
H8 -0.13 0.35 3.31  0.243
H9 1.14 0.87 2.21  0.230

This record from the Open Molecules 2025 dataset describes C5H9CuMgO4 as an isolated structure. The level of theory is the ωB97M-V functional and the def2-TZVPD basis.

The value obtained for the LUMO energy is -1.0 eV. Its spin multiplicity is 1. The value obtained for the total energy is -63601.1945 eV. For the relative energy (zero: lowest compared OMol25 entry of this formula, charge and spin), the calculation gives 35.0 kcal per mole. As for the total charge: 0. The HOMO-LUMO gap comes out at 5.30 eV.

Last column: natural (NBO) charge in e.
Positions of all 20 atoms, in Å:
O1 -1.79 -2.63 -0.45  -0.839
C1 -2.47 -1.63 -0.01  0.122
C2 -2.01 -0.39 0.42  -0.527
O2 -0.59 -0.29 0.41  -0.657
C3 -0.02 0.95 0.10  -0.080
C4 1.48 0.79 0.06  -0.085
O3 1.81 -0.20 -0.91  -0.583
C5 3.20 -0.34 -1.12  -0.248
Cu1 0.31 -1.91 -0.71  0.833
H1 -3.56 -1.77 0.13  0.126
H2 -0.28 1.72 0.84  0.186
H3 -0.37 1.30 -0.89  0.162
H4 1.86 0.47 1.05  0.184
H5 1.95 1.75 -0.19  0.182
H6 3.34 -1.14 -1.86  0.200
H7 3.63 0.60 -1.52  0.179
H8 3.72 -0.61 -0.19  0.178
Mg1 -3.31 1.28 0.22  1.578
O4 -3.72 1.42 2.04  -1.396
H9 -3.19 0.64 2.58  0.482

This record from the Open Molecules 2025 dataset describes C5H9CuMgO4 as an isolated structure. The level of theory is the ωB97M-V functional and the def2-TZVPD basis.

The value obtained for the LUMO energy (spin up / spin down) is 0.1 / -0.6 eV. Its spin multiplicity is 3. The value obtained for the total energy is -63599.2726 eV. For the relative energy (zero: lowest compared OMol25 entry of this formula, charge and spin), the calculation gives 54.1 kcal per mole. As for the total charge: 0. The HOMO-LUMO gap (spin up / spin down) comes out at 5.67 / 7.54 eV.

Last column: natural (NBO) charge in e.
Positions of all 20 atoms, in Å:
O1 -0.73 2.70 -0.46  -0.832
C1 0.40 2.04 -0.29  0.196
C2 0.46 0.71 -0.06  -0.189
O2 -0.78 0.13 0.24  -0.616
C3 -1.12 -1.08 -0.44  -0.087
C4 -2.59 -1.32 -0.19  -0.088
O3 -3.30 -0.12 -0.49  -0.598
C5 -4.71 -0.29 -0.58  -0.244
Cu1 -2.22 1.48 -0.04  0.837
H1 1.34 2.60 -0.41  0.163
H2 -0.52 -1.92 -0.06  0.200
H3 -0.93 -0.94 -1.52  0.198
H4 -2.78 -1.59 0.87  0.189
H5 -2.95 -2.14 -0.83  0.196
H6 -5.16 0.68 -0.79  0.211
H7 -4.94 -1.00 -1.39  0.184
H8 -5.10 -0.68 0.38  0.183
H9 1.43 0.04 -0.22  0.109
Mg1 2.65 -0.02 1.06  0.904
O4 3.50 -0.81 -0.37  -0.913

This record from the Open Molecules 2025 dataset describes C5H9CuO3 as an isolated structure. The level of theory is the ωB97M-V functional and the def2-TZVPD basis.

The value obtained for the LUMO energy is 0.4 eV. Its spin multiplicity is 1. The value obtained for the total energy is -56109.9869 eV. For the relative energy (zero: lowest compared OMol25 entry of this formula, charge and spin), the calculation gives 0.0 kcal per mole. As for the total charge: 0. The HOMO-LUMO gap comes out at 7.91 eV.

Last column: natural (NBO) charge in e.
Positions of all 18 atoms, in Å:
H1 -4.29 2.57 -0.48  -0.550
O1 -0.57 0.20 0.84  -0.484
O2 -1.88 -0.47 -0.79  -0.682
C1 -0.76 -0.40 -0.30  1.019
O3 0.35 -0.79 -0.90  -0.508
C2 0.75 0.30 1.43  -0.068
C3 0.62 1.00 2.75  -0.629
H2 1.15 -0.72 1.54  0.189
H3 1.39 0.86 0.73  0.193
H4 -0.05 0.46 3.43  0.221
H5 1.62 1.06 3.21  0.223
H6 0.24 2.03 2.62  0.226
Cu1 -3.75 0.73 -0.07  0.522
C4 0.35 -1.11 -2.26  0.108
C5 1.50 -1.36 -2.86  -0.438
H7 -0.64 -1.28 -2.68  0.220
H8 1.49 -1.82 -3.85  0.224
H9 2.46 -1.24 -2.35  0.215

This record from the Open Molecules 2025 dataset describes C5H9F in the gas phase. The level of theory is the ωB97M-V functional and the def2-TZVPD basis.

The value obtained for the LUMO energy is 1.1 eV. Its spin multiplicity is 1. The value obtained for the total energy is -8047.1472 eV. For the relative energy (zero: lowest compared OMol25 entry of this formula, charge and spin), the calculation gives 20.7 kcal per mole. As for the total charge: 0. The HOMO-LUMO gap comes out at 10.97 eV. Its SMILES is C=C[C@H](F)CC.

Last column: natural (NBO) charge in e.
Positions of all 15 atoms, in Å:
C1 1.46 0.77 0.31  -0.624
C2 1.07 -0.34 -0.56  -0.431
C3 -0.21 -1.01 -0.10  0.167
C4 -1.46 -0.31 -0.46  -0.234
C5 -2.02 0.63 0.32  -0.385
H1 0.81 1.65 0.42  0.215
H2 2.55 1.06 0.12  0.214
H3 1.54 0.27 1.29  0.228
H4 1.11 -0.16 -1.66  0.212
H5 1.89 -1.06 -0.44  0.209
H6 -0.27 -2.07 -0.36  0.179
H7 -1.97 -0.62 -1.35  0.205
H8 -2.89 1.24 -0.07  0.210
H9 -1.46 0.93 1.25  0.213
F1 -0.14 -0.97 1.29  -0.378

This record from the Open Molecules 2025 dataset describes a 2-piece molecular cluster, C5H9F2IN2 overall. The level of theory is the ωB97M-V functional and the def2-TZVPD basis.

The value obtained for the LUMO energy (spin up / spin down) is 0.6 / -3.6 eV. Its spin multiplicity is 3. The value obtained for the total energy is -21841.7825 eV. As for the total charge: 0. The HOMO-LUMO gap (spin up / spin down) comes out at 6.85 / 5.79 eV.

Last column: natural (NBO) charge in e.
Positions of all 19 atoms, in Å:
C1 -0.17 0.21 0.91  -0.291
C2 -1.38 -0.66 0.63  0.095
C3 1.31 1.20 -0.70  0.743
C4 1.59 -1.19 -0.12  -0.402
C5 -2.24 0.73 -1.06  -0.461
N1 0.88 0.11 -0.10  -0.479
N2 -2.30 -0.36 -0.19  -0.356
F1 2.17 0.99 -1.75  -0.349
F2 0.61 2.33 -0.81  -0.323
I1 1.97 -1.39 3.58  -0.014
H1 -0.41 1.23 0.92  0.227
H2 0.31 -0.03 1.83  0.189
H3 -1.32 -1.49 1.22  0.169
H4 1.09 -1.96 -0.52  0.203
H5 2.48 -1.18 -0.82  0.237
H6 1.98 -1.47 0.80  0.188
H7 -1.34 0.38 -1.61  0.221
H8 -3.22 0.86 -1.59  0.209
H9 -2.03 1.70 -0.66  0.196

This record from the Open Molecules 2025 dataset describes an isolated ion of composition C5H9FN and charge +1. The level of theory is the ωB97M-V functional and the def2-TZVPD basis.

The value obtained for the LUMO energy (spin up / spin down) is -7.2 / -7.2 eV. Its spin multiplicity is 1. The value obtained for the total energy is -9526.1183 eV. For the relative energy (zero: lowest compared OMol25 entry of this formula, charge and spin), the calculation gives 104.1 kcal per mole. As for the total charge: +1. The HOMO-LUMO gap (spin up / spin down) comes out at 7.70 / 7.70 eV.

Last column: natural (NBO) charge in e.
Positions of all 16 atoms, in Å:
C1 1.88 1.28 -1.37  0.546
C2 0.38 -0.95 -1.42  0.042
C3 -1.35 0.24 -0.17  -0.599
C4 1.04 0.37 0.75  -0.178
C5 -0.02 -0.52 -0.10  -0.377
N1 1.62 1.32 0.08  -0.344
F1 2.29 2.30 -2.04  -0.226
H1 1.45 0.48 -2.01  0.144
H2 1.12 -1.69 -1.58  0.217
H3 -0.09 -0.76 -2.40  0.240
H4 -1.12 1.10 -0.78  0.221
H5 -1.67 0.49 0.84  0.239
H6 -2.10 -0.35 -0.64  0.237
H7 0.42 0.67 1.67  0.276
H8 1.80 -0.28 1.19  0.246
H9 -0.03 -1.33 0.58  0.316

This record from the Open Molecules 2025 dataset describes C5H9FN4O2 in the gas phase. The level of theory is the ωB97M-V functional and the def2-TZVPD basis.

The value obtained for the LUMO energy is -0.4 eV. Its spin multiplicity is 1. The value obtained for the total energy is -18096.0513 eV. For the relative energy (zero: lowest compared OMol25 entry of this formula, charge and spin), the calculation gives 0.0 kcal per mole. As for the total charge: 0. The HOMO-LUMO gap comes out at 8.82 eV. Its SMILES is CC(C)N1N=CN(F)[C@@H]1[N+](=O)[O-].

Last column: natural (NBO) charge in e.
Positions of all 21 atoms, in Å:
C1 -1.85 0.50 -1.33  0.110
C2 -0.60 1.45 0.35  0.114
C3 1.76 -1.61 -0.70  -0.605
C4 0.04 -1.62 1.19  -0.619
C5 0.93 -0.74 0.24  -0.071
N1 -0.83 -0.31 -1.30  -0.196
N2 -1.82 1.49 -0.30  -0.067
N3 0.14 0.15 -0.54  -0.204
N4 0.12 2.65 0.03  0.498
O1 0.88 3.00 0.94  -0.381
O2 0.07 3.13 -1.10  -0.332
F1 -2.90 1.39 0.58  -0.231
H1 -2.81 0.23 -1.72  0.221
H2 -0.43 1.24 1.37  0.251
H3 2.24 -2.53 -0.14  0.212
H4 1.12 -1.72 -1.54  0.230
H5 2.65 -1.14 -0.97  0.214
H6 -0.67 -2.16 0.69  0.216
H7 -0.51 -0.91 1.85  0.199
H8 0.76 -2.36 1.70  0.223
H9 1.70 -0.13 0.70  0.217

This record from the Open Molecules 2025 dataset describes C5H9FN5 as an isolated structure. The level of theory is the ωB97M-V functional and the def2-TZVPD basis.

The value obtained for the LUMO energy is -4.3 eV. Its spin multiplicity is 1. The value obtained for the total energy is -15489.7108 eV. For the relative energy (zero: lowest compared OMol25 entry of this formula, charge and spin), the calculation gives 0.0 kcal per mole. As for the total charge: +1. The HOMO-LUMO gap comes out at 9.75 eV.

Last column: natural (NBO) charge in e.
Positions of all 20 atoms, in Å:
C1 3.51 -0.74 -0.24  -0.082
C2 2.21 -1.14 -0.31  -0.040
C3 0.26 0.39 0.18  0.490
C4 -2.20 -0.22 -0.57  -0.257
C5 -0.84 -0.71 0.00  0.139
N1 3.60 0.53 0.07  -0.144
N2 2.51 1.04 0.19  -0.012
N3 -0.15 1.57 0.44  -0.677
N4 1.52 0.08 0.01  -0.268
N5 -2.58 0.83 0.36  -0.769
F1 -1.19 -1.43 1.09  -0.333
H1 4.48 -1.35 -0.48  0.263
H2 1.63 -1.99 -0.51  0.242
H3 -2.97 -1.01 -0.48  0.244
H4 -2.09 0.07 -1.66  0.248
H5 -0.52 -1.56 -0.60  0.209
H6 0.58 2.33 0.62  0.448
H7 -3.02 0.39 1.24  0.430
H8 -3.26 1.47 0.04  0.421
H9 -1.49 1.44 0.63  0.450

This record from the Open Molecules 2025 dataset describes C5H9FO2 as an isolated structure. The level of theory is the ωB97M-V functional and the def2-TZVPD basis.

The value obtained for the LUMO energy is 0.9 eV. Its spin multiplicity is 1. The value obtained for the total energy is -12141.8820 eV. For the relative energy (zero: lowest compared OMol25 entry of this formula, charge and spin), the calculation gives 35.6 kcal per mole. As for the total charge: 0. The HOMO-LUMO gap comes out at 10.72 eV.

Last column: natural (NBO) charge in e.
Positions of all 17 atoms, in Å:
C1 1.96 0.18 -0.29  -0.090
C2 0.99 -0.95 -0.02  0.086
C3 0.00 -0.75 1.14  -0.477
C4 -1.02 -0.92 0.09  0.048
C5 -1.95 0.23 -0.15  0.040
H1 0.58 1.51 -0.20  0.480
H2 2.16 0.17 -1.41  0.176
H3 2.83 0.02 0.28  0.183
H4 1.54 -1.91 -0.01  0.177
H5 0.04 -1.60 1.86  0.217
H6 0.09 0.14 1.79  0.250
H7 -1.61 -1.85 0.19  0.187
H8 -2.75 0.21 0.61  0.170
H9 -2.41 0.21 -1.15  0.186
O1 1.48 1.42 0.21  -0.721
O2 -0.07 -1.03 -0.98  -0.530
F1 -1.29 1.46 -0.05  -0.380

This record from the Open Molecules 2025 dataset describes a 2-piece molecular cluster, C5H9FS overall. The level of theory is the ωB97M-V functional and the def2-TZVPD basis.

The value obtained for the LUMO energy is 0.9 eV. Its spin multiplicity is 1. The value obtained for the total energy is -18880.7915 eV. For the relative energy (zero: lowest compared OMol25 entry of this formula, charge and spin), the calculation gives 70.3 kcal per mole. As for the total charge: 0. The HOMO-LUMO gap comes out at 10.18 eV. Its SMILES is C=CC1(F)CC1.S.

Last column: natural (NBO) charge in e.
Positions of all 16 atoms, in Å:
C1 1.97 -0.79 0.30  -0.417
C2 1.55 0.24 -0.76  -0.433
C3 0.54 -0.17 0.33  0.316
C4 -1.26 0.42 1.84  -0.376
C5 -0.11 0.75 1.25  -0.219
F1 -0.40 -1.14 -0.07  -0.371
S1 -2.29 0.26 -2.61  -0.306
H1 2.11 -1.77 0.17  0.222
H2 2.68 -0.35 0.92  0.205
H3 1.82 1.22 -0.77  0.214
H4 1.51 -0.31 -1.69  0.229
H5 -1.95 -1.04 -2.73  0.153
H6 -1.70 1.22 2.38  0.195
H7 -1.80 -0.50 1.78  0.219
H8 0.51 1.73 1.26  0.216
H9 -3.19 0.25 -1.60  0.154

This record from the Open Molecules 2025 dataset describes C5H9I in the gas phase. The level of theory is the ωB97M-V functional and the def2-TZVPD basis.

The value obtained for the LUMO energy (spin up / spin down) is -1.0 / -1.0 eV. Its spin multiplicity is 1. The value obtained for the total energy is -13422.7402 eV. For the relative energy (zero: lowest compared OMol25 entry of this formula, charge and spin), the calculation gives 194.9 kcal per mole. As for the total charge: 0. The HOMO-LUMO gap (spin up / spin down) comes out at 5.84 / 5.84 eV.

Last column: natural (NBO) charge in e.
Positions of all 15 atoms, in Å:
C1 0.90 -0.68 -0.15  -0.245
C2 -1.91 0.08 0.11  0.015
C3 2.31 -0.98 0.30  -0.718
C4 1.20 0.47 -1.08  -0.719
C5 -3.32 0.36 0.52  -0.865
I1 -0.33 0.07 1.56  0.525
H1 2.37 -1.95 0.96  0.188
H2 2.99 -1.19 -0.47  0.233
H3 2.89 -0.21 0.82  0.188
H4 0.54 1.22 -1.12  0.209
H5 2.15 0.94 -1.06  0.164
H6 1.25 0.18 -2.07  0.235
H7 -3.57 1.37 0.26  0.293
H8 -3.88 -0.12 -0.20  0.268
H9 -3.57 0.46 1.62  0.228